Computed, not measured: a structure of composition C32H23Br2LiO4SSb, with wB97M-V/def2-TZVPD.

ORCA input file:
```
! wB97M-V def2-TZVPD RIJCOSX def2/J DEFGRID3
* xyz -1 1
C 2.0004 -3.2551 -5.3831
Br 4.8106 -3.2089 -5.8554
H 0.7074 2.1640 -1.8302
C 3.3266 -2.2819 -3.6131
H 4.2713 -1.9955 -3.1790
C -5.6568 1.7898 -0.2980
H -0.3292 -1.8107 6.4476
C -1.0319 1.0791 2.5043
C -0.0983 1.0830 -4.9238
H 3.6946 0.0535 4.2751
C 0.8558 -3.0399 -4.6325
C -1.3907 -0.0519 -3.2633
H 1.2642 2.1132 0.2569
H -1.2298 1.8161 4.5037
C -5.3509 0.6228 -0.9771
H 1.8143 3.6280 2.1070
S -1.5119 -2.3080 -0.2388
C 0.3188 2.8320 3.4158
C 2.8289 -0.3553 4.7721
C 2.1669 -2.0390 -2.8903
Li 2.0927 -0.5192 0.4056
C 3.2224 -2.8832 -4.8496
H 1.9422 -3.7156 -6.3595
O 1.3628 -0.5218 -1.2614
H -2.6259 2.4635 1.0277
C 2.2939 -1.3034 -1.5870
C -3.0712 0.7599 -0.1995
C 2.7970 -0.5191 6.1442
C -4.6751 2.4388 0.4298
H -1.5720 -0.4123 -5.3631
C -4.0686 0.1112 -0.9107
C -0.3525 1.1731 1.3011
H -0.1006 -3.3571 -5.0217
H -4.9114 3.3448 0.9732
C 1.7932 -0.5534 2.5061
C 0.5181 1.8166 -3.9246
O 0.8996 -1.0762 1.8145
H -3.8346 -0.8227 -1.4048
C 0.1888 1.6074 -2.5972
H 3.6429 -0.2452 6.7576
H -0.2315 -1.5271 3.9629
C 1.7383 -0.7238 3.9962
C 0.6812 2.0747 1.1641
C -1.0765 0.1639 -4.5929
Sb -1.0766 -0.1063 -0.2620
H 0.1968 1.2126 -5.9545
C -0.7489 0.6490 -2.2580
C 0.9343 -2.4295 -3.3925
C -0.6969 1.9005 3.5641
Br 1.5787 -1.2312 8.6169
O 2.7353 0.1108 2.0293
H -2.1220 -0.8073 -3.0022
C -3.3851 1.9346 0.4650
C 1.0095 2.9135 2.2192
H 0.5831 3.4780 4.2437
H -6.6613 2.1884 -0.3317
C 0.6000 -1.2473 4.5922
H -1.8134 0.3390 2.6163
H 0.0522 -2.2682 -2.7912
C 0.5495 -1.4071 5.9650
H -6.1091 0.1100 -1.5543
C 1.6518 -1.0421 6.7177
H 1.2869 2.5339 -4.1783
O 3.3194 -1.4386 -0.9115
*
```

LUMO level   0.08659 Ha
Molar mass   792.1 u
Electronic energy   -7328.3714 hartree
Frontier orbital gap   0.28930 hartree
E_HOMO   -0.203 Eh

Computed, not measured: a structure of composition C32H23F6N7O4PPdS, with wB97M-V/def2-TZVPD.

ORCA input file:
```
! wB97M-V def2-TZVPD RIJCOSX def2/J DEFGRID3
* xyz 2 2
F -2.4555 1.8939 -1.8443
C 0.4852 4.7754 1.0504
C 0.6906 -1.9928 -3.3106
H -3.2165 3.1612 6.8604
H 2.3604 5.5470 0.1870
C -1.0654 -3.0644 -0.3739
C 2.9656 -0.7328 1.3530
C -2.7431 1.8489 5.2240
N 3.6636 -4.3570 1.8312
H -1.9127 1.3857 5.7390
O 2.1153 1.3782 0.7065
N -0.9172 1.4736 0.5103
N -2.0272 1.5994 1.2224
H -5.7866 3.4503 3.4583
N -4.6662 1.6400 2.0606
O 2.7808 -4.7975 1.1214
F -3.4535 1.7053 -3.8891
C 1.7349 4.6721 0.2994
P -1.9745 1.8604 -3.3892
C -0.0145 -2.8464 -2.4254
N -0.5527 -2.2791 -1.3112
H 2.0708 -2.5836 0.6978
O 1.0704 -0.4926 -0.0284
C 4.9125 -0.9481 2.7465
H 5.7139 -0.5010 3.3186
H 2.6461 0.4087 -5.5035
C -4.5789 3.4274 5.2306
C 3.9907 -0.1444 2.0917
C -4.9322 3.0110 3.9642
C 2.8580 -2.1132 1.2675
H -2.5072 0.6508 3.4763
C 1.2970 -2.5146 -4.4397
H 1.5028 1.1638 -3.4366
Pd -0.7024 -0.1797 -1.3626
F -1.8881 0.1396 -3.1889
F -1.3672 1.6810 -4.8298
F -0.4107 1.8452 -2.7749
C 1.2689 2.2761 -0.0690
C 1.9507 0.0496 0.6152
H -1.4265 -2.5895 0.5240
O 4.4490 -5.0180 2.4660
C 2.0122 -1.6219 -5.2605
H -5.1555 4.1945 5.7285
H 4.0687 0.9334 2.1549
H 2.4895 -1.9885 -6.1624
H -1.3200 3.8634 1.7069
C 1.1960 -3.9294 -4.7065
F -1.9515 3.4338 -3.4544
H 0.5083 -5.8112 -4.0238
C -0.3796 3.7429 1.1913
H 3.0377 3.3917 -0.7508
C -0.6733 -5.0172 -1.6848
C -0.0616 -4.2112 -2.6586
C -0.0753 2.4944 0.5983
C -2.9319 0.7375 0.7774
H 1.6748 -4.3259 -5.5935
C 3.7852 -2.8754 1.9284
H 0.2346 5.7278 1.5014
C -4.1666 2.0302 3.3258
C 0.5526 -4.7432 -3.8505
H -5.6450 1.8813 1.9114
N 0.7712 -0.6912 -2.9564
N -4.2546 0.9193 1.1080
C -3.0674 1.4382 3.9523
C 2.0999 -0.3061 -4.9023
C 2.0993 3.5110 -0.2208
C 1.4605 0.1280 -3.7310
H 5.5205 -2.9816 3.1662
H -1.5705 -5.0448 0.2626
H 1.1046 1.8439 -1.0542
C -3.4870 2.8469 5.8604
C 4.8148 -2.3313 2.6680
S -2.7337 -0.5939 -0.3030
H -0.7461 -6.0867 -1.8451
C -1.1390 -4.4484 -0.5288
*
```

ΔE to the lowest compared entry with this formula, charge and spin   194.2 kJ/mol
LUMO level (alpha / beta)   -0.30659 / -0.30112 Ha
Molar mass   853.0 u
Electronic energy   -3383.5668 hartree
⟨S²⟩   0.956
Frontier orbital gap (alpha / beta)   0.20272 / 0.20387 hartree
E_HOMO (alpha / beta)   -0.509 / -0.505 Eh

Computed, not measured: a structure of composition C32H23N10PS5V, with wB97M-V/def2-TZVPD.

ORCA input file:
```
! wB97M-V def2-TZVPD RIJCOSX def2/J DEFGRID3
* xyz 0 2
H 5.0791 2.1387 -1.8432
C 0.3027 4.8371 2.2116
C 2.2084 -2.2057 4.6859
H 0.4416 4.0934 -1.0745
C 3.6995 -1.1470 -0.3735
C 0.8676 -5.6978 -2.4656
C 0.5473 4.0059 0.0024
C 4.4202 -1.6929 3.9123
N -4.0503 3.9670 -0.2763
H 0.6033 -1.5283 3.4632
H 4.5526 -0.5812 2.0938
C 0.1274 5.0177 0.8426
H 5.4945 -1.7339 4.0402
C 0.3404 -5.3677 -0.1354
H -2.0080 -2.3286 -1.2024
S -1.6872 1.1821 0.6298
N 1.2459 -7.2771 -4.4907
H -4.2718 -3.6274 -1.6554
S -0.0013 -2.8763 0.9512
C 2.5069 -0.9850 2.6181
N -3.1897 -1.8789 0.3339
S 0.7128 -1.7427 -1.7635
C -2.9988 -1.6686 1.6640
H 5.1094 -2.1391 -1.6415
S -1.6886 -1.0015 2.4943
H 1.1403 -3.9284 -3.6353
N -1.6767 3.4470 -4.0235
C 0.5405 -7.6536 -0.9721
S -0.2175 0.8164 -1.7037
C 0.3691 -3.9856 -0.3320
H -0.3243 5.9152 0.4421
C 3.1814 0.0772 0.0592
C -2.1523 2.7675 -1.5699
C 5.2080 -0.0017 -1.8520
C -1.4334 1.7816 -0.9696
H -2.6778 -0.8012 -1.2607
H -0.0174 5.6007 2.9098
C 1.0851 -6.5799 -3.5913
H 3.2762 2.2071 -0.1609
V -0.2744 -0.6833 0.1730
C 3.6814 1.2568 -0.4786
H -5.0024 -2.0298 -1.8654
H 5.9919 -0.0309 -2.5996
N -2.2754 -1.5138 -0.6573
C -1.8881 3.1479 -2.9324
C 1.2547 2.7127 1.7437
C -3.2038 3.4378 -0.8501
C -4.4199 -2.4893 0.1369
P 1.8027 0.0319 1.2502
N 1.8494 1.5070 2.1495
C -4.9300 -2.8880 -1.1964
N -5.0075 -2.6697 1.2709
H 1.5452 -2.6563 5.4136
C 0.6718 -3.4620 -1.5838
C 4.6952 1.2144 -1.4301
C 3.5841 -2.2795 4.8508
H -5.9165 -3.3257 -1.0759
C 1.6767 -1.5615 3.5774
C 4.7109 -1.1857 -1.3180
H 4.0035 -2.7901 5.7090
H 3.3140 -2.0740 0.0353
N -4.1216 -2.1577 2.1866
N 1.1022 2.8730 0.4428
H -4.3489 -2.1628 3.1663
H 1.8421 1.3433 3.1448
C 0.8770 3.6747 2.6816
C 0.9157 -4.3297 -2.6552
C 0.5829 -6.2244 -1.1925
H 1.0222 3.5025 3.7419
H 0.1224 -5.7739 0.8442
C 3.8865 -1.0435 2.8076
N 0.5137 -8.7866 -0.7799
*
```

ΔE to the lowest compared entry with this formula, charge and spin   0.0 kJ/mol
LUMO level (alpha / beta)   -0.07895 / -0.04463 Ha
Molar mass   789.9 u
Electronic energy   -5057.1502 hartree
⟨S²⟩   0.828
Frontier orbital gap (alpha / beta)   0.22450 / 0.25991 hartree
E_HOMO (alpha / beta)   -0.303 / -0.305 Eh